Entry from OMol25: a structure of composition C14H21I2N5RhSSe in a non-equilibrium geometry (ωB97M-V/def2-TZVPD).

As for the spin multiplicity: 5. As for the expectation value of S²: 6.034. The value obtained for the energy above the lowest of the compared OMol25 structures with the same formula, charge and spin is 45.09 kJ/mol. Its calculated total energy is -4325.0804 hartree. The max |F| is 3.849 eV Å⁻¹. Its charge is +1. Its frontier orbital gap (spin up / spin down) is 6.97 / 5.04 eV.

Structure (XYZ):
```
45
C14H21I2N5RhSSe, DFT ωB97M-V/def2-TZVPD
Rh 0.27158 0.59253 -0.03006
Se 3.25242 2.52739 0.12023
N 2.27232 0.99624 0.56593
C 3.13253 0.04351 0.83272
C 2.77329 -1.27369 1.25334
C 3.81095 -2.16813 1.54477
C 5.17389 -1.86009 1.29794
C 5.53098 -0.56626 0.87122
C 4.51326 0.40783 0.69591
N 4.79293 1.63000 0.26006
H 1.70691 -1.41250 1.50651
H 3.62044 -3.20457 1.82335
H 5.96755 -2.56682 1.54316
H 6.58633 -0.24559 0.52567
C -1.23354 0.47821 3.82465
C -1.16265 -0.69784 2.78773
C -0.49629 -1.90349 3.49158
C -2.60410 -1.04076 2.26902
N -0.31966 -0.35530 1.61313
H -1.99253 0.27778 4.47466
H -1.31703 1.45856 3.32632
H -0.30352 0.51295 4.39265
H -1.13854 -2.22268 4.32983
H 0.44034 -1.56779 3.89383
H -0.39080 -2.77356 2.93685
H -3.22727 -1.26611 3.09084
H -2.67427 -1.92591 1.58837
H -3.10537 -0.21015 1.71478
I 1.28949 0.29134 -2.53910
I -0.33763 3.00630 0.74682
C -2.45543 -0.95526 -4.14396
N -2.47749 0.43629 -3.76652
C -2.54720 1.62149 -4.61792
C -2.43485 2.74767 -3.69284
N -1.81520 2.12854 -2.50352
C -1.96781 0.83006 -2.58170
S -1.69662 -0.13611 -1.09339
H -1.69388 -1.45938 -3.50887
H -2.21845 -1.11978 -5.26344
H -3.42491 -1.45714 -3.87991
H -3.51673 1.68346 -5.02924
H -1.78529 1.42827 -5.43115
H -3.41162 3.05463 -3.40057
H -1.87591 3.55401 -4.12603
H -1.51064 2.68182 -1.71370
```

Entry from OMol25: a structure of composition C14H21IN2O7P2S in a non-equilibrium geometry (ωB97M-V/def2-TZVPD).

Its calculated total energy is -2560.9064 hartree. The max |F| is 1.066 eV Å⁻¹. Its frontier orbital gap is 7.72 eV.

Structure (XYZ):
```
48
C14H21IN2O7P2S, DFT ωB97M-V/def2-TZVPD
O -2.75809 2.80957 0.55461
P -1.69515 1.96058 -0.04295
C -2.32776 0.29166 -0.44378
C -3.16588 -0.31678 0.43983
O -3.44970 0.23516 1.64942
C -3.73213 -1.59021 0.14247
C -3.44050 -2.25364 -1.00865
P -4.27735 -3.87402 -1.24506
O -3.84591 -4.41734 -2.71667
I -2.94121 -5.29800 0.28628
C -2.53811 -1.67058 -1.94850
N -2.11475 -2.16487 -3.09775
S -1.11468 -1.07617 -3.73641
N -1.16921 0.05750 -2.60245
C -1.97970 -0.37073 -1.65013
H -0.57373 1.75970 0.76388
H -1.27276 2.42756 -1.29753
H -4.09470 0.94575 1.55990
H -4.41328 -2.05469 0.84106
H -2.88733 -4.53916 -2.75954
O 0.30185 -0.80917 0.76433
C 0.89299 -1.77043 1.17300
O 0.34025 -2.98423 1.01817
C 1.03541 -4.20167 1.29398
C 0.94978 -4.57455 2.75944
C 2.20208 -1.63587 1.91606
H 2.06491 -4.14784 0.93626
H 0.53410 -4.96156 0.69658
H 1.42362 -3.82569 3.39447
H 1.43662 -5.53369 2.93785
H -0.09383 -4.64699 3.06574
H 1.98743 -1.40672 2.95886
H 2.75397 -0.80662 1.48041
H 2.83791 -2.51630 1.86648
O 0.03129 4.24779 0.50661
C 1.04705 4.51377 -0.07375
O 1.56933 3.59418 -0.90927
C 2.67175 3.85936 -1.77902
C 4.00194 3.67219 -1.07945
C 1.78294 5.81044 0.16608
H 2.57623 4.84731 -2.23165
H 2.57410 3.13483 -2.58566
H 4.12341 4.37157 -0.25209
H 4.82436 3.82233 -1.77918
H 4.07077 2.66536 -0.66766
H 2.39957 5.70109 1.05709
H 1.04495 6.58864 0.34264
H 2.40717 6.13117 -0.66436
```

Entry from OMol25: a structure of composition C14H21N6OPtS (ωB97M-V/def2-TZVPD).

The value obtained for the energy above the lowest of the compared OMol25 structures with the same formula, charge and spin is 174.02 kJ/mol. Its calculated total energy is -1467.1750 hartree. The max |F| is 0.481 eV Å⁻¹. Its charge is +1. Its frontier orbital gap is 7.06 eV.

Structure (XYZ):
```
44
C14H21N6OPtS, DFT ωB97M-V/def2-TZVPD
Pt 0.64153 -1.87779 -0.70022
C -0.74030 -2.88962 3.14537
C -0.54793 -2.60132 1.69886
N 0.61739 -2.44352 1.15730
N 1.75247 -2.49665 1.89287
C 2.84477 -2.27553 1.18715
N 4.00466 -2.30809 1.84980
S 2.91393 -1.96791 -0.53386
C -1.69441 -2.46625 0.78114
C -3.00952 -2.60782 1.18469
C -4.02083 -2.46883 0.24418
C -3.69308 -2.20324 -1.07239
C -2.35629 -2.07121 -1.41051
N -1.38981 -2.19562 -0.51056
H 0.21588 -2.94068 3.65355
H -1.26308 -3.83986 3.27029
H -1.35019 -2.10806 3.60247
H 4.01151 -2.53472 2.82961
H 4.87206 -2.14366 1.37233
H -3.23954 -2.82693 2.21683
H -5.05552 -2.57370 0.54009
H -4.45148 -2.09626 -1.83376
H -2.04528 -1.86773 -2.42692
C 1.47476 1.79931 1.31013
N 1.04999 2.39932 0.06026
C 1.57786 3.72095 -0.24133
C 0.68126 4.42397 -1.23625
C 0.48900 3.53260 -2.44367
N 0.01642 2.22036 -2.02498
C -0.70236 1.44756 -3.01382
C 0.27433 1.68670 -0.79910
O -0.16795 0.56779 -0.47021
H 2.54042 1.55369 1.27948
H 0.90851 0.89132 1.48678
H 1.30425 2.49709 2.13143
H 2.60037 3.63911 -0.62880
H 1.63031 4.28245 0.69271
H 1.11217 5.37958 -1.53150
H -0.28875 4.61997 -0.77423
H 1.42076 3.43556 -3.01292
H -0.25814 3.95750 -3.11595
H -0.04866 1.17404 -3.84772
H -1.53804 2.02690 -3.41109
H -1.09346 0.54924 -2.54752
```

The highest calculated total energy belongs to which entry?
C14H21N6OPtS